DFT (ωB97M-V with the def2-TZVPD basis set) results for a 37-piece molecular cluster, C18H110O37 overall in a non-equilibrium geometry.

The value obtained for the orbital gap is 8.506 eV. As for the HOMO energy: -9.348 eV. For the energy relative to the best compared isomer or geometry (same formula, charge and spin), the calculation gives 16.1 kJ/mol. The value obtained for the LUMO energy is -0.843 eV.

Each line ends with the Mulliken charge.
Cartesian coordinates (Å):
O -2.620 -0.139 2.541  -0.155
O 3.368 -1.311 3.040  -0.382
O -3.772 -0.386 -3.157  -0.627
O 1.853 -2.562 -4.820  -0.406
O -0.889 -2.940 3.572  -0.587
O -3.532 -2.643 1.273  -0.503
O -3.888 -1.110 4.998  -0.571
O -5.441 -4.801 0.776  -0.678
O -2.308 5.528 -0.899  -0.684
O -4.060 3.206 -1.311  -0.412
O -3.735 4.461 -4.251  -0.660
O -0.087 -5.122 -0.773  -0.603
O 3.829 0.832 -3.187  -0.532
O -0.638 -0.142 4.400  -0.358
O 2.805 1.825 1.873  0.088
O -1.358 -0.489 0.334  0.758
O -3.510 -3.039 -3.653  -0.516
O 1.052 2.046 5.373  -0.702
O -3.865 0.632 -0.654  -0.381
O 4.282 -1.964 0.515  1.372
O 4.762 3.748 -2.220  -0.685
O 3.930 1.610 4.275  -0.534
O 1.813 6.058 -1.128  -0.620
O 2.767 3.147 -4.208  -0.633
O -2.167 2.112 -3.647  -0.277
O -5.574 -2.077 -0.436  -0.723
O -0.240 0.246 -4.376  -0.368
O -0.735 -2.991 0.984  0.254
O -5.931 0.623 1.141  -0.522
O 0.868 4.887 4.339  -0.655
O 4.790 -1.662 -3.853  -0.569
O 3.349 -3.022 -1.994  -0.440
O 2.642 -5.662 -2.129  -0.707
O 3.311 3.956 0.039  -0.570
O 2.257 0.186 -6.369  -0.618
O -0.239 4.264 -2.447  -0.523
O 4.836 0.777 -0.328  -0.451
C -1.066 4.025 3.189  -1.096
C 2.275 -2.403 4.966  -1.782
C 0.821 -0.444 -0.647  -0.664
C 5.293 -4.182 0.357  -1.303
C 2.219 -3.459 2.609  -1.578
C -1.933 -3.588 -5.367  -1.294
C -2.299 -3.704 -3.907  0.353
C -7.816 1.675 2.042  -1.588
C -0.106 0.226 0.377  1.104
C -1.149 -3.118 -2.992  0.128
C -0.501 1.707 -0.049  -0.268
C 5.465 -2.716 0.411  0.771
C 0.325 4.702 3.043  1.517
C -6.263 1.605 2.058  0.770
C -5.568 2.935 1.709  -1.131
C 0.276 5.989 2.255  -1.307
C 2.314 -2.156 3.457  1.944
C 6.354 -2.222 1.565  -1.322
H 1.779 5.190 4.313  0.363
H 1.845 -0.071 -0.663  0.168
H -4.734 -2.494 -0.242  0.315
H 2.056 -0.312 -5.577  0.219
H -3.992 0.160 -1.477  0.267
H -8.355 0.743 1.876  0.379
H -1.836 -0.161 3.090  -0.008
H 1.976 -3.299 1.558  0.223
H -0.321 0.761 4.428  -0.007
H -2.399 -4.759 -3.652  0.389
H 2.822 3.224 0.416  0.118
H -2.866 4.762 -0.761  0.265
H 2.915 -0.341 -6.823  0.288
H 6.239 -4.698 0.197  0.423
H 4.135 3.427 -2.868  0.326
H -0.330 6.701 2.817  0.337
H -0.281 -0.168 -5.239  0.201
H 2.193 -3.017 -4.049  0.240
H 1.982 -3.179 -5.540  0.256
H -0.713 -4.542 -0.340  0.160
H -4.525 3.937 -4.121  0.270
H 1.382 -1.607 3.318  -0.532
H 4.102 0.847 -2.270  0.197
H 7.278 -2.788 1.684  0.389
H -4.905 -4.030 0.962  0.423
H -2.661 -2.893 0.966  0.472
H -1.935 -2.557 -5.720  0.215
H 0.375 0.087 1.345  -0.403
H -0.983 -2.059 3.936  0.107
H 5.834 -2.436 2.498  0.228
H -1.601 5.211 -1.462  0.457
H -0.140 5.802 1.265  0.298
H 4.678 -2.347 -4.513  0.221
H -3.772 -1.883 4.445  0.279
H 2.470 -1.515 5.568  0.352
H -3.739 2.318 -1.155  0.426
H 3.858 1.904 5.182  0.228
H 1.410 -4.093 2.972  0.522
H -1.196 1.817 -0.881  -0.705
H -3.393 -1.828 1.754  0.079
H -3.019 3.827 -4.224  0.376
H 0.523 -0.151 -3.956  0.021
H 5.980 -2.449 -0.512  0.243
H 4.252 3.832 -1.414  0.466
H -4.310 -3.545 -3.813  0.227
H -4.423 3.179 -2.195  0.093
H 0.910 -1.502 -0.399  0.136
H 4.029 -0.057 -3.483  0.359
H 5.661 1.263 -0.312  0.201
H -5.112 0.789 0.668  0.299
H 0.539 -5.355 -0.088  0.326
H 6.611 -1.163 1.546  0.246
H -6.052 -4.510 0.099  0.314
H 1.690 -5.682 -2.227  0.298
H 2.441 5.560 -0.604  0.404
H -0.816 3.502 -2.390  0.165
H -3.009 0.340 -0.341  0.317
H -0.887 -2.081 0.729  -0.078
H -0.228 -3.699 -3.040  0.369
H 1.353 -2.936 5.197  0.331
H -0.806 -2.117 -3.254  -0.136
H 3.147 -0.480 3.466  0.070
H 3.947 -1.849 1.407  -0.521
H -1.683 4.717 3.763  0.484
H 3.455 -2.679 -1.107  -0.106
H 3.973 4.167 0.697  0.229
H -1.500 -3.219 -1.965  -0.318
H -0.682 -2.966 1.940  -0.051
H 3.073 -4.127 2.721  0.308
H 0.911 3.980 2.474  -0.518
H 5.696 -1.371 -3.960  0.209
H -3.899 -1.453 5.891  0.281
H 5.095 -0.139 -0.228  0.029
H -4.485 2.848 1.626  0.167
H -8.236 2.266 1.227  0.360
H 1.618 1.676 4.695  0.291
H -1.687 3.944 2.297  0.192
H 3.826 -2.404 -2.549  0.261
H 1.086 5.453 -1.272  0.259
H 0.462 2.141 -0.317  0.581
H -5.885 1.123 2.960  0.111
H 3.334 1.759 2.668  0.068
H 0.334 4.077 -3.191  0.217
H -3.328 0.094 3.142  0.044
H -2.820 1.427 -3.506  0.166
H 3.090 1.087 1.334  0.089
H 2.554 3.124 -5.141  0.335
H -8.125 2.109 2.993  0.397
H 3.118 -2.981 5.344  0.419
H 3.086 2.266 -4.013  0.416
H -1.023 2.189 0.778  0.066
H 1.309 6.331 2.198  0.391
H 0.380 -0.437 -1.643  -0.424
H -1.004 -3.523 4.322  0.266
H -2.540 -4.228 -6.006  0.402
H -5.601 -1.314 0.142  0.450
H -1.927 -0.158 1.033  -0.395
H 4.846 1.764 4.044  0.208
H -3.549 -1.314 -3.233  0.173
H 4.681 -4.365 -0.526  0.169
H 2.837 -4.763 -1.867  0.345
H 4.764 -4.606 1.211  0.193
H -5.751 3.628 2.530  0.464
H -5.998 3.353 0.798  0.305
H -4.211 -0.177 -3.981  0.240
H -0.826 -0.359 5.313  0.182
H -0.947 -4.049 -5.432  0.326
H -1.066 3.020 3.612  0.047
H -1.341 1.639 -3.747  0.222
H 0.949 2.964 5.125  0.400